Computed, not measured: a cluster of 5 separate species, C26H37N5O3 in total, with ωB97M-V/def2-TZVPD.

Geometry as XYZ:
```
71
Properties=species:S:1:pos:R:3:lowdin_charge:R:1
C 1.31 -2.99 -1.48 -0.091
O 0.73 -2.07 -0.56 -0.199
C 0.14 -0.94 -1.17 -0.204
C -1.35 -1.14 -1.39 -0.154
C -2.04 -0.20 -2.18 -0.009
C -3.40 -0.31 -2.41 0.014
C -4.05 -1.37 -1.83 -0.100
C -3.38 -2.29 -1.04 -0.083
C -2.02 -2.20 -0.81 0.068
C -4.38 -3.28 -0.53 -0.375
O -4.17 -4.31 0.05 0.131
N -5.69 -2.81 -0.92 0.156
C -5.49 -1.76 -1.87 -0.382
O -6.33 -1.35 -2.63 0.129
H 1.19 -2.67 -2.51 0.047
H 2.38 -3.09 -1.27 0.088
H 0.85 -3.97 -1.37 0.089
H 0.63 -0.67 -2.10 0.087
H 0.23 -0.12 -0.46 0.076
H -1.49 0.64 -2.60 0.121
H -3.94 0.40 -3.03 0.124
H -1.51 -2.93 -0.20 0.134
H -6.23 -2.52 -0.11 0.152
C -0.09 -1.05 3.18 -0.095
C -0.01 0.34 3.81 -0.255
C -1.11 1.29 3.32 -0.194
C -1.01 1.48 1.87 -0.199
N -0.90 1.62 0.74 0.171
H 0.04 -1.01 2.10 0.059
H 0.68 -1.70 3.58 0.076
H -1.06 -1.51 3.38 0.081
H 0.97 0.78 3.61 0.111
H -0.10 0.25 4.90 0.093
H -1.03 2.26 3.79 0.075
H -2.10 0.89 3.55 0.122
C 0.63 2.19 7.73 -0.102
C 0.50 3.70 7.61 -0.257
C -0.96 4.18 7.62 -0.185
C -1.72 3.63 6.49 -0.213
N -2.31 3.20 5.61 0.163
H 0.16 1.68 6.89 0.052
H 1.68 1.89 7.75 0.075
H 0.16 1.83 8.65 0.080
H 0.98 4.04 6.69 0.111
H 1.02 4.18 8.44 0.108
H -1.01 5.26 7.55 0.119
H -1.45 3.88 8.54 0.122
C 2.16 -1.11 -6.86 -0.113
C 1.13 -2.17 -7.21 -0.260
C 0.44 -2.78 -5.98 -0.184
C 1.41 -3.43 -5.10 -0.232
N 2.16 -3.94 -4.40 0.163
H 2.97 -1.54 -6.26 0.071
H 2.60 -0.69 -7.76 0.070
H 1.72 -0.30 -6.28 0.057
H 1.60 -2.97 -7.79 0.110
H 0.36 -1.74 -7.85 0.107
H -0.30 -3.52 -6.28 0.118
H -0.07 -2.00 -5.41 0.118
C 4.67 2.49 -1.59 -0.109
C 3.29 2.75 -1.01 -0.254
C 2.37 1.52 -1.10 -0.186
C 2.16 1.13 -2.50 -0.239
N 2.01 0.85 -3.60 0.171
H 4.62 2.26 -2.66 0.071
H 5.31 3.37 -1.48 0.071
H 5.17 1.66 -1.09 0.077
H 2.82 3.59 -1.52 0.113
H 3.38 3.02 0.04 0.108
H 1.40 1.74 -0.65 0.088
H 2.80 0.68 -0.56 0.128
```

Properties
Frontier orbital gap: 0.34800 Ha
Maximum force: 0.019 Eh/bohr
SMILES: COCc1ccc2c(c1)C(=O)NC2=O.CCCC#N.CCCC#N.CCCC#N.CCCC#N
Charge: 0
HOMO: -9.419 eV
Energy relative to the best compared isomer or geometry (same formula, charge and spin): 192.0 kJ/mol


Computed, not measured: a cluster of 3 separate species, C26H37O15P in total in a non-equilibrium geometry, with ωB97M-V/def2-TZVPD.

Geometry as XYZ:
```
79
Properties=species:S:1:pos:R:3:lowdin_charge:R:1
C -6.11 2.27 1.07 -0.110
C -5.58 3.70 1.17 -0.248
C -4.04 3.85 1.19 -0.190
C -3.23 2.75 0.48 -0.177
C -2.12 3.37 -0.36 -0.192
O -1.07 2.42 -0.63 -0.172
P -0.97 1.72 -2.06 0.413
O -0.53 2.54 -3.17 -0.192
O -0.11 0.45 -1.74 -0.132
C -0.03 -0.17 -0.44 -0.172
C -1.36 -0.70 0.02 -0.145
O -1.78 -1.74 -0.89 -0.017
C -3.02 -1.62 -1.40 -0.366
O -4.00 -1.45 -0.75 0.105
O -2.44 1.04 -2.24 -0.177
O -3.11 1.43 -3.46 -0.087
C -4.41 1.87 -3.08 -0.176
C -5.32 1.70 -4.30 -0.319
C -5.15 0.29 -4.88 -0.052
C -6.79 1.98 -3.94 -0.384
C -7.42 0.86 -3.08 -0.059
C -6.98 3.34 -3.26 -0.077
H -5.61 1.60 1.77 0.082
H -7.18 2.24 1.24 0.073
H -5.95 1.85 0.07 0.049
H -5.96 4.13 2.10 0.099
H -6.00 4.32 0.37 0.097
H -3.81 4.81 0.71 0.104
H -3.70 3.95 2.22 0.110
H -2.75 2.10 1.21 0.120
H -3.87 2.16 -0.18 0.082
H -2.51 3.73 -1.32 0.121
H -1.66 4.22 0.14 0.128
H 0.68 -0.99 -0.56 0.125
H 0.38 0.52 0.30 0.120
H -2.12 0.07 0.09 0.104
H -1.24 -1.13 1.02 0.136
H -3.02 -1.70 -2.49 0.149
H -4.37 2.92 -2.76 0.120
H -4.78 1.26 -2.25 0.119
H -4.99 2.41 -5.07 0.147
H -6.01 0.04 -5.52 0.085
H -4.26 0.21 -5.50 0.082
H -5.08 -0.46 -4.09 0.079
H -7.34 2.02 -4.89 0.132
H -6.68 0.23 -2.60 0.068
H -8.07 0.22 -3.67 0.078
H -8.03 1.30 -2.28 0.073
H -8.03 3.51 -3.05 0.079
H -6.57 4.16 -3.86 0.084
H -6.46 3.36 -2.30 0.061
C 3.76 -3.99 1.90 0.073
C 2.76 -3.11 1.90 -0.231
C 2.99 -1.62 1.70 -0.306
O 1.99 -0.91 1.69 0.077
C 4.33 -1.14 1.53 0.073
C 5.35 -2.02 1.54 -0.225
C 5.12 -3.52 1.71 -0.306
O 6.10 -4.23 1.68 0.105
O 6.61 -1.68 1.40 0.117
O 1.48 -3.43 2.06 0.116
H 3.60 -5.05 2.04 0.136
H 4.49 -0.08 1.40 0.136
H 7.16 -2.49 1.49 0.093
H 0.98 -2.59 2.01 0.111
C 11.33 -4.56 4.56 0.074
C 10.06 -4.34 4.20 -0.228
C 9.64 -3.12 3.39 -0.290
O 8.46 -3.04 3.13 0.086
C 10.64 -2.16 3.00 0.077
C 11.92 -2.38 3.36 -0.230
C 12.34 -3.60 4.16 -0.310
O 13.53 -3.70 4.41 0.106
O 12.92 -1.58 3.06 0.124
O 9.05 -5.14 4.51 0.125
H 11.64 -5.42 5.13 0.137
H 10.34 -1.30 2.43 0.138
H 13.72 -1.99 3.45 0.123
H 8.25 -4.74 4.10 0.121
```

Properties
Frontier orbital gap: 0.29600 Ha
Maximum force: 0.023 Eh/bohr
SMILES: CCCCCO[P@@](=O)(OCCOC=O)OOC[C@@H](C)C(C)C.O=C1C=C(O)C(=O)C=C1O.O=C1C=C(O)C(=O)C=C1O
Charge: 0
HOMO: -9.729 eV


Computed, not measured: a structure of composition C26H37O6Zr in a non-equilibrium geometry, with ωB97M-V/def2-TZVPD.

Geometry as XYZ:
```
70
Properties=species:S:1:pos:R:3:lowdin_charge:R:1
C -0.21 -0.21 -6.60 -0.200
C -0.90 -1.39 -5.83 -0.062
C -0.54 1.12 -5.85 -0.040
C -1.53 0.78 -4.78 -0.178
H -0.87 1.87 -6.56 0.127
H 0.38 1.46 -5.38 0.124
C -1.28 -0.73 -4.52 -0.214
H -0.22 -2.24 -5.70 0.130
H -1.78 -1.75 -6.38 0.124
C -0.03 -0.69 -3.67 -0.126
H -2.08 -1.26 -3.98 0.142
H -2.54 1.00 -5.10 0.155
C -1.07 1.45 -3.48 -0.526
C 1.31 -0.32 -6.70 -0.425
C -0.56 -0.03 -8.08 -0.443
O -0.74 1.07 -8.55 0.118
O 2.09 -0.70 -5.81 0.093
O 1.74 0.10 -7.89 -0.039
O -0.65 -1.13 -8.86 -0.013
C -0.10 -2.42 -8.48 -0.022
H -0.74 -2.94 -7.75 0.084
H 0.93 -2.32 -8.08 0.102
H -0.09 -2.96 -9.43 0.097
C 3.17 0.08 -7.99 -0.023
H 3.62 0.62 -7.15 0.105
H 3.37 0.57 -8.94 0.097
H 3.53 -0.96 -7.99 0.102
O 0.02 0.64 -3.08 -0.135
H 0.87 -0.85 -4.31 0.105
H -0.05 -1.42 -2.82 0.116
C -2.27 1.47 -2.51 -0.023
C -0.35 2.83 -3.43 -0.010
H -0.87 3.60 -4.03 0.087
H 0.71 2.70 -3.73 0.089
H -0.35 3.09 -2.33 0.095
H -1.97 1.91 -1.55 0.055
H -2.77 0.51 -2.33 0.076
H -3.00 2.14 -3.01 0.086
Zr -0.13 0.27 0.50 1.305
C -1.76 -0.84 1.66 -0.287
C -2.35 -0.79 0.34 -0.231
C -1.59 -1.64 -0.53 -0.215
H -3.25 -0.25 0.03 0.093
C -0.55 -2.25 0.25 -0.213
C -0.63 -1.75 1.60 -0.269
H 0.02 -2.01 2.44 0.093
H -2.15 -0.32 2.53 0.088
H -1.83 -1.83 -1.57 0.065
H 0.16 -2.97 -0.15 0.094
C 1.98 1.61 0.65 -0.243
C 2.02 0.43 1.49 -0.297
C 2.20 -0.70 0.60 -0.249
H 2.05 0.41 2.59 0.071
C 2.16 -0.22 -0.76 -0.207
C 2.03 1.20 -0.72 -0.206
H 2.07 1.84 -1.60 0.084
H 1.95 2.65 0.99 0.088
H 2.38 -1.74 0.89 0.089
H 2.33 -0.79 -1.67 0.088
C -3.05 2.89 1.60 -0.075
C -1.54 3.04 1.60 -0.503
C -0.85 2.92 2.94 -0.081
O -0.99 1.99 0.75 -0.442
H -3.33 1.90 1.97 0.069
H -3.43 2.96 0.58 0.070
H -3.56 3.64 2.22 0.070
H -1.31 4.04 1.19 0.122
H -1.05 1.93 3.38 0.068
H 0.23 2.98 2.82 0.066
H -1.16 3.68 3.67 0.068
```

Properties
Frontier orbital gap: 0.09109 Ha
Maximum force: 0.076 Eh/bohr
Charge: -1
HOMO: -0.250 eV
Energy relative to the best compared isomer or geometry (same formula, charge and spin): 0.0 kJ/mol


Computed, not measured: a structure of composition C26H38AsBrNO6STi, with ωB97M-V/def2-TZVPD.

Geometry as XYZ:
```
75
Properties=species:S:1:pos:R:3:lowdin_charge:R:1
Ti -0.14 1.25 -0.43 1.036
C -6.26 -1.36 -0.38 -0.053
C -5.50 -2.03 0.78 -0.562
C -5.81 -3.53 0.74 -0.079
C -6.02 -1.48 2.11 -0.058
C -4.01 -1.74 0.65 -0.187
C -3.57 -0.42 0.67 0.027
C -2.23 -0.13 0.53 -0.302
Br -2.80 1.64 -2.83 0.644
C -1.26 -1.15 0.35 -0.274
O 0.00 -0.70 0.25 -0.227
C -1.69 -2.48 0.32 -0.092
C -3.06 -2.74 0.47 0.000
C -0.70 -3.64 0.15 -0.531
C -1.39 -4.99 -0.07 -0.079
C 0.22 -3.40 -1.06 -0.041
C 0.15 -3.75 1.42 -0.042
H -7.33 -1.55 -0.30 0.076
H -5.91 -1.75 -1.33 0.089
H -6.10 -0.28 -0.38 0.077
H -6.89 -3.68 0.85 0.077
H -5.32 -4.06 1.55 0.082
H -5.50 -3.98 -0.20 0.082
H -7.10 -1.65 2.21 0.076
H -5.85 -0.40 2.18 0.074
H -5.51 -1.95 2.95 0.086
H -4.25 0.41 0.78 0.120
H -3.39 -3.77 0.43 0.073
H -2.02 -4.97 -0.95 0.088
H -1.99 -5.28 0.79 0.077
H -0.62 -5.76 -0.21 0.077
H -0.38 -3.25 -1.97 0.098
H 0.88 -4.25 -1.21 0.077
H 0.81 -2.50 -0.91 0.047
H -0.47 -4.04 2.27 0.087
H 0.60 -2.79 1.66 0.050
H 0.94 -4.49 1.30 0.080
C 6.35 5.13 1.22 -0.060
C 5.01 4.77 0.65 -0.294
C 4.80 4.75 -0.73 -0.062
C 3.56 4.44 -1.26 -0.063
C 2.50 4.16 -0.41 -0.280
C 2.68 4.18 0.97 -0.054
C 3.93 4.48 1.49 -0.047
S 0.89 3.87 -1.09 0.578
O 0.04 3.45 0.06 -0.375
O 0.48 5.13 -1.68 -0.306
N 1.12 2.67 -2.06 -0.244
C 0.00 2.51 -3.03 -0.310
C -0.93 1.60 -2.28 -0.963
O -0.43 0.37 -2.06 -0.269
O -1.75 1.13 0.52 -0.171
H 7.15 4.95 0.50 0.070
H 6.57 4.55 2.12 0.072
H 6.39 6.19 1.49 0.079
H 5.63 4.97 -1.39 0.108
H 3.39 4.42 -2.33 0.115
H 1.85 3.93 1.61 0.114
H 4.08 4.48 2.56 0.111
H 0.40 2.03 -3.93 0.107
H -0.47 3.45 -3.31 0.090
C 4.62 1.09 0.19 -0.188
As 2.90 0.23 0.05 1.055
C 2.90 -1.24 1.28 -0.184
C 2.70 -0.34 -1.76 -0.182
O 1.75 1.35 0.49 -0.526
H 5.41 0.39 -0.09 0.039
H 4.76 1.41 1.22 0.041
H 4.63 1.96 -0.46 0.027
H 3.11 -2.18 0.77 0.044
H 1.90 -1.27 1.69 0.017
H 3.64 -1.06 2.06 0.036
H 3.46 -1.08 -2.01 0.043
H 2.78 0.55 -2.38 0.040
H 1.69 -0.74 -1.88 0.018
```

Properties
Frontier orbital gap: 0.23428 Ha
Maximum force: 0.008 Eh/bohr
Charge: -1
HOMO: -4.144 eV
Energy relative to the best compared isomer or geometry (same formula, charge and spin): 148.4 kJ/mol


Computed, not measured: a structure of composition C26H38Cl5N2OPPt, with ωB97M-V/def2-TZVPD.

Geometry as XYZ:
```
74
Properties=species:S:1:pos:R:3:lowdin_charge:R:1
Pt 1.03 0.27 0.61 1.279
O -0.11 0.02 3.32 -0.135
C -0.33 1.38 3.73 -0.234
C 0.96 2.09 4.10 -0.142
C 1.99 2.10 2.96 -0.134
C 1.53 2.91 1.79 -0.238
C 1.50 4.30 1.87 0.023
C 1.03 5.05 0.81 0.009
C 0.56 4.40 -0.32 -0.006
C 0.61 3.02 -0.36 -0.147
N 1.09 2.30 0.67 -0.059
H 0.23 -0.47 4.08 0.103
H -1.04 1.42 4.56 0.132
H -0.81 1.86 2.87 0.112
H 1.41 1.61 4.97 0.130
H 0.72 3.11 4.40 0.128
H 2.21 1.07 2.66 0.031
H 2.94 2.51 3.32 0.142
H 1.87 4.77 2.77 0.139
H 1.01 6.13 0.87 0.134
H 0.18 4.94 -1.17 0.129
H 0.26 2.47 -1.21 0.053
Cl 2.65 1.42 -2.17 0.762
C 3.60 0.57 -1.00 -0.669
C 3.00 0.03 0.14 -0.349
C 3.80 -0.70 1.01 -0.675
Cl 3.10 -1.35 2.46 0.753
C 5.16 -0.88 0.79 -0.700
Cl 6.10 -1.77 1.91 0.759
C 5.75 -0.33 -0.34 -0.690
Cl 7.41 -0.54 -0.64 0.773
C 4.96 0.40 -1.25 -0.698
Cl 5.67 1.07 -2.65 0.756
C -1.16 -3.76 -0.75 -0.046
C -0.90 -2.46 0.02 -0.592
C -1.55 -2.55 1.41 -0.064
C 0.61 -2.33 0.29 -0.114
P -1.44 -0.91 -0.88 1.031
N -0.69 0.39 -0.15 -0.267
C -0.92 -0.95 -2.68 -0.582
C -0.96 0.47 -3.28 -0.068
C -1.85 -1.86 -3.50 -0.053
C 0.52 -1.47 -2.80 -0.082
C -3.24 -0.48 -0.62 -0.598
C -3.65 0.61 -1.61 -0.069
C -3.44 0.08 0.80 -0.066
C -4.13 -1.72 -0.84 -0.050
H -0.92 -4.60 -0.10 0.107
H -0.56 -3.86 -1.65 0.073
H -2.21 -3.84 -1.02 0.086
H -1.07 -3.38 1.94 0.107
H -2.61 -2.77 1.36 0.078
H -1.39 -1.65 2.00 0.062
H 0.95 -3.14 0.94 0.119
H 0.80 -1.51 1.07 -0.011
H 1.27 -2.27 -0.57 0.073
H -1.95 0.75 -3.63 0.077
H -0.29 0.50 -4.14 0.101
H -0.64 1.23 -2.57 0.041
H -2.88 -1.50 -3.52 0.071
H -1.85 -2.89 -3.16 0.075
H -1.49 -1.86 -4.53 0.111
H 1.22 -0.89 -2.22 0.028
H 0.81 -1.38 -3.85 0.108
H 0.60 -2.53 -2.55 0.072
H -3.01 1.49 -1.55 0.088
H -4.66 0.92 -1.35 0.105
H -3.68 0.25 -2.64 0.071
H -2.75 0.90 1.01 0.072
H -3.33 -0.67 1.58 0.071
H -4.45 0.47 0.86 0.104
H -3.99 -2.17 -1.82 0.076
H -5.17 -1.39 -0.78 0.110
H -3.99 -2.48 -0.07 0.073
```

Properties
Frontier orbital gap (alpha / beta): 0.21330 / 0.21293 Ha
Maximum force: 0.009 Eh/bohr
Charge: +2
HOMO (alpha / beta): -14.270 / -14.270 eV
Energy relative to the best compared isomer or geometry (same formula, charge and spin): 0.0 kJ/mol


Computed, not measured: a structure of composition C26H38ClKNO2P, with ωB97M-V/def2-TZVPD.

Geometry as XYZ:
```
70
Properties=species:S:1:pos:R:3:lowdin_charge:R:1
K 2.85 0.99 1.02 0.698
Cl 4.29 -4.58 -4.10 0.635
C 4.75 -3.50 -2.82 -0.672
C 3.82 -2.60 -2.32 -0.113
C 4.21 -1.75 -1.29 -0.040
C 5.49 -1.78 -0.76 -0.125
C 6.40 -2.69 -1.28 -0.014
C 6.04 -3.55 -2.31 -0.102
C 5.90 -0.84 0.38 -0.660
O 7.06 -0.93 0.79 0.009
O 5.00 -0.03 0.77 -0.259
H 2.82 -2.58 -2.73 0.090
H 3.49 -1.05 -0.88 0.066
H 7.40 -2.70 -0.86 0.117
H 6.75 -4.26 -2.72 0.102
N 2.49 -0.07 4.97 0.100
C 2.34 0.37 3.91 -0.050
H 2.66 -0.48 5.87 0.088
C -2.98 0.25 3.75 -0.198
C -2.99 1.66 3.14 -0.181
C -1.85 1.85 2.13 -0.212
C -1.57 0.54 1.37 -0.452
C -1.03 -0.51 2.37 -0.213
C -1.56 -0.29 3.79 -0.200
P -0.38 0.81 -0.02 1.073
C -0.57 -0.68 -1.11 -0.435
C -2.01 -1.16 -1.41 -0.189
C -2.34 -2.47 -0.70 -0.196
C -1.41 -3.61 -1.16 -0.186
C 0.01 -3.09 -1.46 -0.193
C 0.32 -1.85 -0.64 -0.218
C -1.13 2.15 -1.07 -0.439
C -0.55 3.53 -0.70 -0.235
C -0.84 4.57 -1.79 -0.189
C -2.23 4.37 -2.42 -0.198
C -3.16 3.66 -1.44 -0.200
C -2.67 2.23 -1.20 -0.202
H -3.60 -0.43 3.16 0.113
H -3.43 0.27 4.75 0.107
H -2.90 2.41 3.93 0.110
H -3.95 1.84 2.65 0.109
H -0.93 2.16 2.64 0.118
H -2.11 2.66 1.45 0.081
H -2.52 0.18 0.96 0.103
H 0.06 -0.49 2.38 0.068
H -1.32 -1.51 2.03 0.091
H -0.92 0.42 4.33 0.103
H -1.51 -1.23 4.35 0.110
H -0.13 -0.32 -2.05 0.105
H -2.12 -1.31 -2.49 0.121
H -2.75 -0.40 -1.13 0.077
H -3.38 -2.74 -0.88 0.112
H -2.25 -2.33 0.38 0.089
H -1.82 -4.09 -2.05 0.108
H -1.37 -4.37 -0.38 0.108
H 0.09 -2.83 -2.52 0.113
H 0.75 -3.87 -1.28 0.111
H 1.37 -1.58 -0.74 0.079
H 0.15 -2.07 0.42 0.101
H -0.72 1.92 -2.06 0.111
H 0.53 3.45 -0.54 0.091
H -0.96 3.86 0.25 0.096
H -0.07 4.51 -2.56 0.108
H -0.76 5.57 -1.35 0.108
H -2.15 3.77 -3.32 0.112
H -2.64 5.33 -2.73 0.106
H -4.18 3.64 -1.82 0.111
H -3.19 4.22 -0.50 0.112
H -2.98 1.61 -2.04 0.108
H -3.16 1.83 -0.31 0.090
```

Properties
Frontier orbital gap: 0.29254 Ha
Maximum force: 0.006 Eh/bohr
Charge: 0
HOMO: -8.002 eV
Energy relative to the best compared isomer or geometry (same formula, charge and spin): 93.9 kJ/mol